An isolated molecule of C5H10O. Source: the OMol25 dataset; level of theory: the ωB97M-V functional and the def2-TZVPD basis.

## Properties
**Spin multiplicity**: 1
**Net charge**: 0
**Energy above the lowest of the compared OMol25 structures with the same formula, charge and spin**: 24.8 kcal per mole
**LUMO**: 1.03 eV
**Orbital gap**: 10.6 eV
**DFT total energy**: -7393.692 eV
**HOMO energy**: -9.5 eV
**SMILES**: C[C@H]1C[C@]1(C)O

Each line ends with the Mulliken charge.
Cartesian coordinates (Å):
C -1.14 -1.44 -0.38  -1.467
C 0.26 -0.87 -0.19  0.001
C 0.76 0.16 -1.17  -0.821
C 0.56 0.53 0.27  1.029
C -0.47 1.50 0.82  -1.305
O 1.77 0.74 0.97  -0.572
H -1.11 -2.24 -1.13  0.375
H -1.55 -1.86 0.55  0.313
H -1.85 -0.69 -0.75  0.300
H 0.97 -1.63 0.12  0.345
H 1.81 0.10 -1.47  0.273
H 0.07 0.50 -1.95  0.267
H -0.15 2.53 0.62  0.318
H -0.51 1.38 1.90  0.317
H -1.48 1.36 0.42  0.298
H 2.06 -0.08 1.36  0.327

A structure of composition C7H10N2O3Y in a non-equilibrium geometry. Source: the OMol25 dataset; level of theory: the ωB97M-V functional and the def2-TZVPD basis.

## Properties
**Spin multiplicity**: 1
**Net charge**: -1
**Energy above the lowest of the compared OMol25 structures with the same formula, charge and spin**: 0.0 kcal per mole
**LUMO**: 3.44 eV
**Orbital gap**: 7.6 eV
**DFT total energy**: -17584.954 eV
**HOMO energy**: -4.2 eV

Each line ends with the Mulliken charge.
Cartesian coordinates (Å):
C 0.11 -1.28 -1.99  -0.311
C -0.72 -2.04 -1.10  -0.530
C 0.10 -2.53 -0.04  -0.636
C 1.44 -2.08 -0.27  -0.476
C 1.44 -1.30 -1.47  -0.523
Y -0.04 0.17 0.19  1.326
N 0.26 1.89 -0.93  -0.672
C -1.35 1.92 -0.70  -0.252
C -2.17 0.83 -0.09  -1.030
H -0.22 -3.21 0.76  0.402
H -1.78 -2.26 -1.25  0.409
H 2.32 -2.34 0.32  0.404
H 2.32 -0.86 -1.96  0.379
H -0.21 -0.82 -2.93  0.343
H -2.79 0.33 -0.84  0.118
H -1.55 2.87 -0.14  0.295
H 0.60 2.70 -1.43  0.137
H -2.74 1.19 0.77  0.253
H -1.75 2.11 -1.72  0.252
O 2.01 2.10 3.05  -0.554
N 1.46 1.02 3.22  0.908
O 1.31 0.43 4.28  -0.562
O 0.95 0.39 2.10  -0.679

An isolated molecule of CH4N2O3 in a non-equilibrium geometry. Source: the OMol25 dataset; level of theory: the ωB97M-V functional and the def2-TZVPD basis.

## Properties
**Spin multiplicity**: 1
**Net charge**: 0
**Energy above the lowest of the compared OMol25 structures with the same formula, charge and spin**: 35.4 kcal per mole
**LUMO**: 0.39 eV
**Orbital gap**: 10.3 eV
**DFT total energy**: -10220.893 eV
**HOMO energy**: -9.9 eV
**SMILES**: O=C(NO)NO

Each line ends with the Mulliken charge.
Cartesian coordinates (Å):
O 1.24 -1.88 0.31  -0.624
C 0.64 -0.80 0.10  0.475
N 0.92 0.44 0.63  -0.164
O 0.61 1.54 -0.19  -0.454
N -0.63 -0.81 -0.41  -0.086
O -1.58 0.06 -0.08  -0.467
H 1.97 0.70 0.76  0.316
H -0.30 1.93 0.20  0.363
H -1.05 -1.71 -0.40  0.269
H -1.83 0.53 -0.91  0.370

A structure of composition C38H26AgBr2F2N5O in a non-equilibrium geometry. Source: the OMol25 dataset; level of theory: the ωB97M-V functional and the def2-TZVPD basis.

## Properties
**Spin multiplicity**: 1
**Net charge**: -2
**Energy above the lowest of the compared OMol25 structures with the same formula, charge and spin**: 12.1 kcal per mole
**LUMO**: 3.85 eV
**Orbital gap**: 5.6 eV
**DFT total energy**: -198844.218 eV
**HOMO energy**: -1.8 eV

Each line ends with the Mulliken charge.
Cartesian coordinates (Å):
Ag 0.64 -0.98 -0.23  -1.136
Br -4.89 2.34 -6.13  -0.259
C -4.37 3.36 -4.60  0.213
C -5.34 3.93 -3.80  -0.541
C -4.97 4.69 -2.72  -0.144
C -3.61 4.88 -2.39  -0.006
C -2.65 4.27 -3.23  0.094
C -3.02 3.53 -4.32  -0.688
N -3.25 5.75 -1.42  -0.803
N -2.22 5.69 -0.67  -0.507
C -1.60 4.56 -0.30  -0.062
C -0.26 4.71 0.13  -0.468
C 0.56 3.65 0.40  -1.072
C 0.10 2.30 0.35  -0.137
O 0.77 1.32 0.75  0.307
C -1.26 2.12 -0.14  -0.103
N -1.65 0.85 -0.34  -0.018
C -2.89 0.61 -0.68  -0.138
C -3.87 1.60 -0.66  -1.042
C -3.49 2.90 -0.47  -0.324
C -2.13 3.22 -0.34  0.971
H -6.39 3.76 -4.02  0.380
H -5.73 5.13 -2.08  0.401
H -1.60 4.39 -2.99  0.359
H -2.27 3.06 -4.95  0.395
H 0.13 5.71 0.16  0.385
H 1.59 3.81 0.68  0.438
H -3.13 -0.42 -0.91  0.436
H -4.91 1.33 -0.81  0.394
H -4.24 3.68 -0.37  0.724
F 5.77 1.31 -0.31  -0.390
C 5.01 0.18 -0.22  0.488
C 3.65 0.23 -0.45  -0.081
C 2.84 -0.91 -0.38  -1.360
C 3.50 -2.12 -0.04  1.487
C 4.87 -2.13 0.19  0.017
F 5.52 -3.29 0.56  -0.453
C 5.65 -1.00 0.11  -0.643
C 2.73 -3.37 0.08  0.430
C 3.18 -4.58 -0.43  -0.735
C 2.43 -5.73 -0.25  -0.468
C 1.23 -5.63 0.44  -0.959
C 0.83 -4.38 0.88  -0.398
N 1.55 -3.27 0.71  0.666
H 3.21 1.19 -0.67  0.341
H 6.72 -1.03 0.30  0.437
H 4.12 -4.62 -0.97  0.440
H 2.78 -6.68 -0.63  0.377
H 0.62 -6.50 0.63  0.405
H -0.10 -4.26 1.41  0.379
N 0.61 -0.72 2.86  -0.629
C 1.94 -0.47 3.11  0.497
C 2.86 -1.52 3.20  -0.363
C 4.18 -1.27 3.51  -0.308
C 4.62 0.02 3.76  -0.585
C 3.71 1.07 3.69  -0.589
C 2.39 0.83 3.37  -0.203
H 0.14 0.06 2.41  0.228
H 0.44 -1.59 2.37  0.130
H 2.53 -2.52 2.98  0.377
H 4.89 -2.09 3.54  0.351
H 5.66 0.22 3.98  0.355
H 4.04 2.08 3.89  0.346
H 1.68 1.64 3.29  0.289
Br -5.16 -4.91 0.19  -0.299
C -3.58 -3.79 0.02  -0.048
C -3.29 -2.88 1.01  -0.470
C -2.15 -2.10 0.88  0.518
C -1.28 -2.16 -0.23  -0.393
C -1.66 -3.10 -1.19  -0.034
C -2.77 -3.92 -1.09  -0.479
H -3.94 -2.77 1.87  0.420
H -1.96 -1.39 1.67  0.143
H -1.05 -3.22 -2.09  0.340
H -3.00 -4.65 -1.86  0.377